No. 1
This record from the Open Molecules 2025 dataset describes a molecular structure, C25H59BrI2PRhSbSi at a distorted geometry. The level of theory is the ωB97M-V functional and the def2-TZVPD basis.

Positions of all 91 atoms, in Å:
Rh (-0.139, -0.140, 0.510)
I (2.842, 0.328, 0.569)
C (2.413, 2.249, -0.212)
I (0.303, 2.462, -0.330)
H (2.817, 2.321, -1.216)
H (2.802, 3.013, 0.449)
C (-2.924, -1.430, -1.147)
P (-2.400, -0.057, -0.116)
C (-3.500, -0.046, 1.309)
C (-2.855, 1.428, -1.036)
H (-4.004, -1.336, -1.283)
H (-2.693, -2.382, -0.673)
H (-2.432, -1.381, -2.119)
H (-4.532, -0.016, 0.954)
H (-3.311, 0.840, 1.917)
H (-3.355, -0.944, 1.909)
H (-3.937, 1.394, -1.182)
H (-2.368, 1.451, -2.012)
H (-2.611, 2.337, -0.485)
C (2.023, -2.056, 3.324)
C (1.708, -0.737, 4.015)
C (1.495, -0.900, 5.513)
Sb (-0.052, 0.218, 3.138)
C (-1.844, -0.461, 4.177)
C (-1.967, -1.970, 3.985)
C (-1.811, -0.004, 5.630)
C (0.272, 2.343, 3.472)
C (0.928, 2.537, 4.832)
C (-1.053, 3.079, 3.302)
H (2.930, -2.483, 3.760)
H (2.203, -1.939, 2.256)
H (1.221, -2.781, 3.458)
H (2.480, 0.002, 3.794)
H (0.800, -1.709, 5.736)
H (1.163, 0.008, 6.014)
H (2.460, -1.170, 5.953)
H (-2.631, 0.062, 3.641)
H (-1.209, -2.509, 4.557)
H (-1.887, -2.275, 2.939)
H (-2.943, -2.298, 4.353)
H (-1.045, -0.511, 6.213)
H (-2.778, -0.260, 6.074)
H (-1.687, 1.074, 5.739)
H (0.962, 2.591, 2.664)
H (0.270, 2.255, 5.655)
H (1.145, 3.603, 4.951)
H (1.875, 2.008, 4.930)
H (-1.772, 2.803, 4.077)
H (-1.508, 2.901, 2.324)
H (-0.887, 4.155, 3.389)
C (2.769, -5.556, -0.810)
C (1.785, -5.680, 0.358)
C (2.376, -4.887, 1.535)
C (1.605, -7.155, 0.769)
Si (0.049, -5.068, -0.105)
Br (0.311, -2.589, -0.056)
C (-1.337, -5.347, 1.184)
C (-0.826, -5.161, 2.617)
C (-2.523, -4.381, 1.024)
C (-1.861, -6.790, 1.023)
C (-0.411, -5.362, -1.927)
C (-0.217, -6.866, -2.189)
C (-1.876, -4.983, -2.176)
C (0.455, -4.519, -2.874)
H (3.754, -5.881, -0.462)
H (2.874, -4.524, -1.155)
H (2.513, -6.189, -1.658)
H (3.302, -5.376, 1.858)
H (1.722, -4.842, 2.402)
H (2.636, -3.872, 1.229)
H (2.596, -7.592, 0.930)
H (1.115, -7.759, 0.003)
H (1.053, -7.264, 1.702)
H (-0.397, -4.167, 2.768)
H (-0.090, -5.910, 2.903)
H (-1.673, -5.265, 3.305)
H (-2.216, -3.337, 1.156)
H (-3.258, -4.608, 1.803)
H (-3.030, -4.479, 0.070)
H (-1.081, -7.538, 1.160)
H (-2.326, -6.958, 0.052)
H (-2.625, -6.972, 1.785)
H (-0.779, -7.495, -1.496)
H (0.830, -7.167, -2.165)
H (-0.589, -7.090, -3.194)
H (-2.574, -5.619, -1.635)
H (-2.097, -5.108, -3.241)
H (-2.073, -3.936, -1.931)
H (1.522, -4.696, -2.757)
H (0.260, -3.450, -2.763)
H (0.202, -4.786, -3.906)

Calculated values
**Frontier orbital gap**: 5.49 eV
**E_HOMO**: -16.648 eV
**Multiplicity**: 1
**Net charge**: +3
**Max |F|**: 0.0232 hartree/bohr

No. 2
This record from the Open Molecules 2025 dataset describes 5 unconnected molecules or ions with the total composition C25H60IN2O18P4S at a distorted geometry. The level of theory is the ωB97M-V functional and the def2-TZVPD basis.

Positions of all 111 atoms, in Å:
C (1.110, -0.268, 1.909)
C (0.917, -1.789, 1.959)
C (2.235, -2.606, 2.110)
C (2.488, -3.623, 0.985)
C (1.710, -4.937, 1.122)
N (0.291, -4.739, 1.459)
C (-0.098, -4.730, 2.728)
N (-1.406, -4.509, 2.765)
I (-2.437, -4.384, 4.529)
C (-1.830, -4.377, 1.472)
S (-3.502, -4.033, 0.972)
C (-3.371, -2.519, -0.052)
O (-4.375, -3.772, 2.089)
O (-4.063, -5.081, 0.175)
C (-0.777, -4.550, 0.599)
C (-0.845, -4.543, -0.906)
C (-0.908, -6.031, -1.362)
C (0.327, -3.876, -1.654)
C (0.263, -2.325, -1.693)
H (1.029, 0.184, 2.895)
H (0.275, 0.142, 1.334)
H (2.028, -0.005, 1.388)
H (0.437, -2.123, 1.034)
H (0.215, -2.072, 2.749)
H (2.146, -3.176, 3.044)
H (3.062, -1.907, 2.212)
H (3.544, -3.900, 1.029)
H (2.330, -3.121, 0.032)
H (1.760, -5.550, 0.225)
H (2.213, -5.520, 1.894)
H (0.527, -4.876, 3.591)
H (-3.689, -2.785, -1.056)
H (-2.320, -2.231, -0.108)
H (-3.899, -1.666, 0.388)
H (-1.747, -4.053, -1.258)
H (0.102, -6.442, -1.315)
H (-1.266, -6.085, -2.387)
H (-1.574, -6.591, -0.708)
H (0.215, -4.181, -2.697)
H (1.305, -4.237, -1.350)
H (0.632, -2.007, -2.669)
H (-0.784, -2.023, -1.662)
H (0.875, -1.846, -0.935)
C (-5.354, 4.414, 0.740)
O (-6.188, 3.506, 1.493)
P (-5.619, 1.941, 1.745)
O (-6.467, 1.347, 0.651)
O (-6.289, 1.852, 3.210)
C (-7.669, 2.189, 3.372)
O (-4.715, 0.577, 2.009)
C (-5.403, -0.663, 2.085)
H (-5.886, 5.357, 0.650)
H (-4.413, 4.591, 1.259)
H (-5.161, 4.013, -0.257)
H (-8.242, 1.946, 2.476)
H (-7.774, 3.248, 3.603)
H (-8.050, 1.607, 4.209)
H (-5.716, -0.990, 1.094)
H (-6.265, -0.601, 2.746)
H (-4.704, -1.400, 2.479)
C (3.141, 3.071, 6.915)
O (3.367, 3.687, 5.629)
P (2.033, 4.024, 4.687)
O (2.050, 2.877, 3.736)
O (2.736, 5.364, 4.115)
C (3.986, 5.268, 3.433)
O (0.560, 4.686, 4.496)
C (0.103, 4.828, 3.153)
H (4.109, 2.897, 7.376)
H (2.558, 3.728, 7.559)
H (2.625, 2.116, 6.792)
H (4.073, 4.321, 2.898)
H (4.809, 5.374, 4.138)
H (4.030, 6.086, 2.716)
H (-0.201, 3.863, 2.751)
H (0.868, 5.276, 2.521)
H (-0.763, 5.487, 3.185)
C (-3.186, 0.999, -1.864)
O (-2.223, 1.581, -2.760)
P (-0.781, 2.091, -2.067)
O (-1.102, 3.545, -1.958)
O (0.074, 1.682, -3.377)
C (-0.279, 2.230, -4.650)
O (0.532, 1.974, -1.101)
C (1.520, 3.002, -1.243)
H (-4.075, 0.738, -2.432)
H (-2.777, 0.093, -1.408)
H (-3.455, 1.714, -1.083)
H (-0.695, 3.232, -4.547)
H (-0.994, 1.581, -5.155)
H (0.631, 2.282, -5.246)
H (1.174, 3.923, -0.780)
H (1.766, 3.172, -2.289)
H (2.409, 2.654, -0.719)
C (2.167, -0.408, -4.903)
O (3.227, 0.105, -5.735)
P (4.700, 0.378, -5.002)
O (4.644, 1.846, -4.769)
O (5.518, -0.049, -6.327)
C (5.309, 0.672, -7.542)
O (5.876, -0.156, -4.021)
C (7.071, 0.627, -3.986)
H (1.272, -0.501, -5.513)
H (2.432, -1.393, -4.511)
H (1.970, 0.281, -4.079)
H (5.068, 1.717, -7.345)
H (4.511, 0.209, -8.122)
H (6.233, 0.622, -8.114)
H (6.909, 1.538, -3.414)
H (7.414, 0.867, -4.990)
H (7.826, 0.025, -3.484)

Calculated values
**Frontier orbital gap**: 6.97 eV
**E_HOMO**: -11.337 eV
**Multiplicity**: 1
**Net charge**: +1
**Max |F|**: 0.1641 hartree/bohr

no.,total energy (hartree),lowest unoccupied orbital energy (eV)
1,-5138.07730,-11.2
2,-4513.35175,-4.4